A molecular structure, C14H18Cl2FeN2 at a distorted geometry. Source: OMol25; level of theory: ωB97M-V/def2-TZVPD.

```
! RIJCOSX wB97M-V def2-TZVPD def2/J DEFGRID3
* xyz -1 6
Fe 0.077 -0.971 1.460
Cl 2.178 -0.621 1.226
Cl -0.847 -2.802 0.879
C -1.177 -0.074 -1.737
H -2.013 -0.305 -1.115
H -0.363 -0.870 -1.799
C -1.189 1.820 -2.839
C -1.661 0.410 -3.073
H -1.949 2.619 -2.663
C -0.857 -0.386 -4.169
H -2.804 0.387 -3.246
C 0.665 -0.324 -3.966
H -1.176 -1.314 -3.743
H -1.109 -0.484 -5.224
C 1.160 0.980 -3.435
H 1.053 -1.202 -3.460
H 1.035 -0.447 -4.991
C 0.188 1.843 -2.386
H 2.202 0.976 -2.987
H 1.236 1.712 -4.248
H 0.021 1.264 -1.410
H 0.615 2.836 -2.207
N -2.885 1.499 1.997
C -2.154 0.526 1.428
N -0.968 0.370 2.111
C -0.842 1.412 3.051
C 0.309 1.862 3.731
C 0.244 3.116 4.340
C -1.015 3.790 4.365
C -2.155 3.304 3.665
C -2.049 2.114 2.968
H -3.767 1.885 1.619
H -2.471 -0.042 0.527
H 1.273 1.296 3.706
H 1.054 3.597 4.884
H -1.173 4.713 4.930
H -3.153 3.714 3.654
*
```

Computed properties:
E_tot in eV: -77219.41261
Expectation value of S²: 8.813
E_LUMO (spin up / spin down) in eV: 2.602 / 2.613
Energy above the lowest of the compared OMol25 structures with the same formula, charge and spin in kcal per mole: 57.8

2 unconnected molecules or ions with the total composition C3H6ClNO2 at a distorted geometry. Source: OMol25; level of theory: ωB97M-V/def2-TZVPD.

```
! RIJCOSX wB97M-V def2-TZVPD def2/J DEFGRID3
* xyz 0 1
H 1.396 0.066 -0.257
N 0.590 -0.588 -0.188
C -0.474 0.114 -0.161
C -0.511 1.629 -0.043
C -1.803 -0.639 0.022
O -2.863 -0.077 -0.004
O -1.573 -1.933 0.187
H -1.519 2.108 0.097
H -0.212 2.138 -0.979
H 0.177 1.945 0.773
H -0.601 -2.029 0.458
Cl 4.328 -1.420 0.163
H 3.064 -1.315 -0.070
*
```

Computed properties:
E_tot in eV: -21315.67949
E_LUMO in eV: -0.195
Structure (SMILES): [H]/N=C(\C)C(=O)O.Cl
Energy above the lowest of the compared OMol25 structures with the same formula, charge and spin in kcal per mole: 10.2